(1)
This record from OMol25 describes C6H10O in the gas phase. The level of theory is ωB97M-V/def2-TZVPD.

SMILES string: C[C@H]1O[C@H]2CC[C@H]21
Orbital gap: 10.501 eV
Total charge: 0

Last column: Löwdin charge in e.
CARTESIAN COORDINATES (ANGSTROEM)
C  -1.5995  -1.1024  -0.8217  -0.036
C  -0.9517  -0.6611  0.4713  -0.339
O  0.2893  -1.3431  0.7580  -0.056
C  0.9417  -0.1057  1.0856  -0.264
C  1.7888  0.4279  -0.0799  -0.100
C  0.5544  1.2267  -0.5832  -0.120
C  -0.2785  0.7125  0.6130  -0.170
H  -0.9181  -0.9995  -1.6722  0.076
H  -1.8961  -2.1542  -0.7467  0.082
H  -2.5002  -0.5079  -1.0149  0.086
H  -1.6540  -0.8268  1.3026  0.142
H  1.3516  -0.0982  2.1011  0.144
H  2.1548  -0.3679  -0.7345  0.112
H  2.6298  1.0594  0.2241  0.106
H  0.7020  2.3089  -0.5365  0.104
H  0.1868  0.9758  -1.5827  0.098
H  -0.8010  1.4555  1.2166  0.135

---

(2)
This record from OMol25 describes C3H3ClFNO in the gas phase at a distorted geometry. The level of theory is ωB97M-V/def2-TZVPD.

SMILES string: O=C1NC[C@@]1(F)Cl
Orbital gap: 10.972 eV
Total charge: 0

Last column: Löwdin charge in e.
CARTESIAN COORDINATES (ANGSTROEM)
C  0.6363  0.4040  -0.5453  -0.711
C  -0.5968  -0.5236  -0.6255  -0.107
C  0.5122  0.2450  1.0072  -0.508
H  -0.4173  -1.5191  -1.0040  0.120
H  -1.4975  -0.0557  -1.0324  0.107
H  -1.1739  -0.8498  1.5653  0.150
N  -0.6371  -0.4316  0.8335  0.101
O  1.2366  0.5752  1.8996  0.114
F  1.7761  0.0481  -1.1426  0.058
Cl  0.1613  2.1074  -0.9559  0.676

---

(3)
This record from OMol25 describes a molecular structure, C2H2FO2Yb at a distorted geometry. The level of theory is ωB97M-V/def2-TZVPD.

2S+1: 2
Orbital gap (spin up / spin down): 4.380 / 5.154 eV
<S²>: 0.958
Total charge: 0

Last column: Löwdin charge in e.
CARTESIAN COORDINATES (ANGSTROEM)
H  -1.8355  0.3418  -0.9311  0.135
O  0.1503  -1.4871  -0.1469  -0.191
C  -0.9556  -1.0061  -0.0721  -0.302
C  -1.1844  0.4879  0.0541  -0.448
O  -0.0246  1.1719  0.0305  -0.437
H  -1.8707  0.6631  0.9052  0.112
F  3.8478  -0.2998  0.0775  -0.616
Yb  1.8727  0.1284  0.0828  1.746

---

(4)
This record from OMol25 describes C37H47NO12 in the gas phase at a distorted geometry. The level of theory is ωB97M-V/def2-TZVPD.

Orbital gap: 7.019 eV
Total charge: 0

Last column: Löwdin charge in e.
CARTESIAN COORDINATES (ANGSTROEM)
C  2.3596  1.3308  -3.2174  -0.056
O  1.0160  0.8883  -3.2407  -0.176
C  0.0844  1.8706  -2.7904  -0.286
C  0.1516  3.0930  -3.6606  -0.023
C  0.2097  4.3888  -3.3793  -0.083
O  0.1983  5.1726  -2.2678  0.039
C  0.0443  4.7860  -0.9396  -0.424
C  0.2543  6.0729  -0.1252  0.059
H  -0.4197  6.8372  -0.5013  0.099
H  1.2835  6.3981  -0.2483  0.101
H  0.0491  5.8834  0.9252  0.104
O  -1.2667  4.2853  -0.6905  0.100
C  -1.1521  3.2450  0.1660  -0.163
C  0.1715  2.8448  0.4005  -0.031
C  0.4373  1.6734  1.1785  -0.011
C  1.7242  1.1056  1.3304  -0.264
C  1.8510  -0.0973  1.9927  0.056
C  0.7685  -0.7613  2.5667  -0.133
C  -0.4932  -0.1769  2.5291  -0.171
C  -0.6777  1.0251  1.7871  0.002
C  -2.0008  1.5484  1.5884  -0.182
C  -2.2476  2.6334  0.7476  -0.115
C  -3.6437  3.1005  0.4735  0.004
H  -4.2388  3.0494  1.3820  0.088
H  -3.6222  4.1200  0.0993  0.084
H  -4.1122  2.4641  -0.2768  0.085
O  -3.0712  1.0049  2.1588  0.096
H  -2.7768  0.2073  2.6646  0.095
O  -1.5433  -0.7006  3.2077  0.039
H  -1.4419  -1.7054  3.2517  0.075
N  1.0813  -1.9992  3.1699  0.171
C  0.3320  -3.0987  3.4016  -0.392
O  -0.8919  -3.1431  3.2768  0.079
C  1.0859  -4.2781  3.8936  -0.204
C  2.3183  -4.6301  3.5022  -0.052
C  3.2472  -4.0334  2.5492  -0.103
C  3.0955  -3.6195  1.2897  -0.041
C  1.8702  -3.5744  0.4191  -0.279
C  1.1008  -4.8955  0.4551  -0.020
H  0.9742  -5.2327  1.4792  0.066
H  0.1143  -4.7801  0.0193  0.073
H  1.6422  -5.6636  -0.0925  0.093
H  1.2214  -2.7726  0.7837  0.122
C  2.3182  -3.1917  -1.0175  -0.313
H  2.8910  -4.0339  -1.4277  0.151
C  1.1825  -2.8579  -2.0311  -0.226
C  0.5558  -4.1197  -2.6241  -0.053
H  -0.2974  -4.4581  -2.0460  0.071
H  1.2890  -4.9225  -2.6520  0.080
H  0.2336  -3.9419  -3.6463  0.073
H  1.7058  -2.3347  -2.8432  0.151
C  0.1804  -1.8416  -1.4338  -0.274
O  0.9323  -0.7631  -0.8964  -0.038
H  1.1967  -0.2229  -1.6597  0.082
H  -0.3583  -2.2788  -0.5875  0.145
C  -0.8552  -1.2728  -2.4399  -0.205
H  -0.3077  -1.0106  -3.3475  0.132
C  -1.9695  -2.2554  -2.8014  -0.022
H  -2.7941  -1.7254  -3.2716  0.082
H  -1.6198  -3.0065  -3.4991  0.066
H  -2.3481  -2.7564  -1.9130  0.090
C  -1.4469  0.0455  -1.8599  -0.200
C  -1.3413  1.2744  -2.7846  -0.210
H  -1.9800  2.0408  -2.3300  0.150
C  -1.8684  0.9979  -4.1910  -0.026
H  -2.0272  1.9336  -4.7202  0.081
H  -2.8197  0.4778  -4.1244  0.082
H  -1.1696  0.3919  -4.7599  0.088
H  -0.9277  0.2708  -0.9196  0.139
O  -2.8399  -0.0728  -1.5328  0.014
C  -3.1566  -0.6983  -0.3992  -0.530
O  -2.3542  -1.1979  0.3465  0.124
C  -4.6434  -0.6792  -0.1631  0.042
H  -4.9766  -1.6706  0.1312  0.093
H  -5.1657  -0.3486  -1.0548  0.087
H  -4.8450  0.0034  0.6604  0.081
O  3.2425  -2.1290  -0.9767  -0.044
H  2.7533  -1.3539  -0.6551  0.077
H  3.9845  -3.2535  0.7916  0.114
H  4.2628  -4.0315  2.9362  0.107
H  2.7417  -5.5035  3.9906  0.118
C  0.3057  -5.1057  4.8718  -0.033
H  0.1669  -4.5554  5.8027  0.091
H  -0.6828  -5.3071  4.4624  0.084
H  0.8081  -6.0442  5.0876  0.080
H  2.0816  -2.1479  3.2359  0.128
H  2.8376  -0.5331  2.0413  0.135
O  2.8636  1.6275  0.8482  0.073
H  2.7216  2.4734  0.3590  0.058
C  1.0011  3.7323  -0.3563  -0.277
O  2.2175  3.7829  -0.5156  0.091
H  0.2800  5.0810  -4.2120  0.131
H  0.1939  2.8508  -4.7133  0.124
H  0.3489  2.1215  -1.7576  0.127
H  2.9715  0.4635  -3.4594  0.100
H  2.5327  2.1194  -3.9547  0.094
H  2.6378  1.7100  -2.2287  0.093

---

Asked for energy above the lowest of the compared OMol25 structures with the same formula, charge and spin across the records above, the calculation gives 127.9; 22.8; 219.6; 0.0 kJ/mol in order.